# 1
C7H29N13O9 | ωB97M-V/def2-TZVPD

Each atom is followed by the atoms it is bonded to, with distances in Å.
Positions of all 58 atoms, in Å:
1 H 1.27 -3.00 4.15  N54 1.010
2 O -1.60 -6.00 1.50  C25 1.249
3 N -0.01 5.80 -3.64  H11 1.010, H20 1.010, C39 1.304
4 H -0.23 -0.64 0.73  N45 1.010
5 N -1.63 4.36 -3.52  H37 1.010, C39 1.336, H40 1.010
6 H 7.77 -0.47 -1.20  N27 1.010
7 H 2.45 -4.93 3.98  N52 1.010
8 H -2.23 4.29 7.24  N24 1.010
9 O 5.44 -1.16 -1.69  C44 1.234
10 H 4.10 -4.80 4.32  N52 1.010
11 H 0.46 5.23 -4.33  N3 1.010
12 H -0.27 0.43 -0.37  N45 1.010
13 O 3.81 -2.87 5.86  C55 1.264
14 C -5.83 0.94 0.50  N21 1.307, O32 1.238, N33 1.315
15 H -3.18 -6.36 0.93  O57 0.960
16 O -2.38 -3.89 1.67  C25 1.281
17 N -0.58 -0.68 -7.65  H42 1.010, H49 1.010, C51 1.323
18 H 8.40 -2.09 -1.42  N27 1.010
19 H -3.17 5.11 5.48  N48 1.010
20 H 0.40 6.57 -3.14  N3 1.010
21 N -5.18 0.77 1.62  C14 1.307, H26 1.010, H34 1.010
22 C -1.56 3.80 5.51  N24 1.300, N48 1.277, O58 1.231
23 H 5.72 -3.61 -2.67  N41 1.010
24 N -1.74 3.54 6.77  H8 1.010, C22 1.300, H47 1.010
25 C -2.49 -5.13 1.36  O2 1.249, O16 1.281, O57 1.323
26 H -5.14 1.46 2.36  N21 1.010
27 N 7.64 -1.43 -1.47  H6 1.010, H18 1.010, C44 1.305
28 N 1.29 -0.98 -6.55  H36 1.010, H50 1.010, C51 1.326
29 H -5.80 -1.09 0.18  N33 1.010
30 O -1.08 5.57 -1.70  C39 1.200
31 H 1.21 -0.19 0.08  N45 1.010
32 O -6.28 2.00 0.05  C14 1.238
33 N -5.93 -0.17 -0.20  C14 1.315, H29 1.010, H38 1.010
34 H -4.91 -0.16 1.91  N21 1.010
35 H 0.35 0.84 1.14  N45 1.010
36 H 1.79 -0.99 -5.68  N28 1.010
37 H -1.35 4.20 -4.48  N5 1.010
38 H -6.15 -0.10 -1.19  N33 1.010
39 C -0.92 5.28 -2.86  N3 1.304, N5 1.336, O30 1.200
40 H -2.53 4.06 -3.19  N5 1.010
41 N 6.51 -3.05 -2.39  H23 1.010, C44 1.323, H53 1.010
42 H -1.58 -0.54 -7.53  N17 1.010
43 O -0.73 -1.05 -5.50  C51 1.203
44 C 6.46 -1.83 -1.86  O9 1.234, N27 1.305, N41 1.323
45 N 0.31 0.15 0.41  H4 1.010, H12 1.010, H31 1.010, H35 1.010
46 H 1.87 -1.77 5.36  N54 1.010
47 H -1.14 2.91 7.28  N24 1.010
48 N -2.32 4.73 5.07  H19 1.010, C22 1.277, H56 1.010
49 H -0.22 -0.84 -8.58  N17 1.010
50 H 1.86 -0.54 -7.26  N28 1.010
51 C -0.03 -0.94 -6.48  N17 1.323, N28 1.326, O43 1.203
52 N 3.23 -4.32 4.17  H7 1.010, H10 1.010, C55 1.348
53 H 7.42 -3.44 -2.58  N41 1.010
54 N 1.96 -2.57 4.75  H1 1.010, H46 1.010, C55 1.283
55 C 2.98 -3.30 5.01  O13 1.264, N52 1.348, N54 1.283
56 H -2.15 5.09 4.14  N48 1.010
57 O -3.65 -5.52 0.85  H15 0.960, C25 1.323
58 O -0.75 3.29 4.74  C22 1.231

Properties
Energy relative to the best compared isomer or geometry (same formula, charge and spin), eV: 5.666
E, Eh: -1673.1617
Charge: 0

=====

# 2
C20H28N2O5 | ωB97M-V/def2-TZVPD

Each atom is followed by the atoms it is bonded to, with distances in Å.
Positions of all 55 atoms, in Å:
1 O 3.66 -0.17 -2.44  C45 1.215
2 C -6.63 -2.36 -0.07  H4 1.087, C22 1.526, H38 1.086, H47 1.087
3 C 4.06 1.46 -0.76  H10 1.094, O15 1.430, H23 1.091, C45 1.540
4 H -6.47 -2.91 -0.99  C2 1.087
5 C 3.44 -3.12 -1.15  C13 1.530, H29 1.087, H44 1.087, H53 1.085
6 H -1.75 1.33 -1.57  C30 1.081
7 H 1.11 3.89 0.78  C46 1.094
8 N 3.09 -0.78 -0.34  C13 1.464, C19 1.458, C45 1.350
9 C -2.26 0.95 0.49  C30 1.395, C33 1.390, C37 1.483
10 H 4.20 2.07 -1.65  C3 1.094
11 H 2.08 -1.67 -1.88  C13 1.097
12 H 5.44 -1.18 0.74  C27 1.088
13 C 2.45 -1.98 -0.90  C5 1.530, N8 1.464, H11 1.097, C39 1.528
14 H 1.36 -0.47 1.87  C24 1.092
15 O 3.13 2.10 0.13  C3 1.430, C51 1.332
16 O 1.47 1.82 -1.36  C51 1.200
17 C -4.71 0.07 -0.52  C28 1.399, C31 1.393, O40 1.356
18 H 0.77 -2.82 2.02  C41 1.091
19 C 3.36 -0.69 1.09  N8 1.458, C24 1.533, C27 1.536, H42 1.092
20 H 4.99 -1.10 2.45  C27 1.088
21 H -5.19 -0.37 1.54  C31 1.078
22 C -6.91 -0.90 -0.38  C2 1.526, H32 1.097, O40 1.415, H52 1.094
23 H 5.00 1.40 -0.20  C3 1.091
24 C 2.17 -1.19 1.92  H14 1.092, C19 1.533, H36 1.091, C41 1.522
25 O -0.46 0.83 2.05  C37 1.218
26 H -3.03 0.37 2.39  C33 1.080
27 C 4.66 -1.42 1.46  H12 1.088, C19 1.536, H20 1.088, H43 1.085
28 C -3.72 0.56 -1.38  C17 1.399, C30 1.376, H34 1.079
29 H 4.30 -2.74 -1.70  C5 1.087
30 C -2.51 1.00 -0.88  H6 1.081, C9 1.395, C28 1.376
31 C -4.45 0.00 0.84  C17 1.393, H21 1.078, C33 1.381
32 H -7.10 -0.33 0.54  C22 1.097
33 C -3.23 0.43 1.33  C9 1.390, H26 1.080, C31 1.381
34 H -3.93 0.59 -2.44  C28 1.079
35 H 1.23 2.40 1.75  C46 1.093
36 H 2.49 -1.26 2.96  C24 1.091
37 C -0.96 1.37 1.08  C9 1.483, O25 1.218, N54 1.363
38 H -7.47 -2.79 0.46  C2 1.086
39 C 1.26 -2.40 -0.04  C13 1.528, C41 1.522, H49 1.093, H50 1.091
40 O -5.87 -0.29 -1.13  C17 1.356, C22 1.415
41 C 1.65 -2.54 1.43  H18 1.091, C24 1.522, C39 1.522, H48 1.091
42 H 3.50 0.36 1.34  C19 1.092
43 H 4.53 -2.49 1.48  C27 1.085
44 H 2.96 -3.89 -1.75  C5 1.087
45 C 3.59 0.08 -1.25  O1 1.215, C3 1.540, N8 1.350
46 C 0.97 2.81 0.77  H7 1.094, H35 1.093, C51 1.526, N54 1.440
47 H -5.74 -2.47 0.55  C2 1.087
48 H 2.40 -3.32 1.56  C41 1.091
49 H 0.48 -1.64 -0.12  C39 1.093
50 H 0.87 -3.34 -0.42  C39 1.091
51 C 1.87 2.19 -0.29  O15 1.332, O16 1.200, C46 1.526
52 H -7.79 -0.82 -1.03  C22 1.094
53 H 3.79 -3.58 -0.22  C5 1.085
54 N -0.40 2.47 0.50  C37 1.363, C46 1.440, H55 1.009
55 H -0.76 2.78 -0.39  N54 1.009

Properties
Energy relative to the best compared isomer or geometry (same formula, charge and spin), eV: 1.282
SMILES: CCOc1ccc(C(=O)NCC(=O)OCC(=O)N2[C@H](C)CCC[C@@H]2C)cc1
E, Eh: -1264.6745
Charge: 0